# 1
Entry from the OMol25 dataset: a cluster of 19 separate species, C32H21B3Br2Cl72O4 in total (wB97M-V/def2-TZVPD).

Geometry (Å):
1 C -5.5693 -2.4993 -1.6267
2 C -4.1093 -1.8231 -2.0756
3 C -2.8671 -2.8376 -2.4156
4 C -1.4091 -2.1508 -2.8254
5 C -1.1751 -0.4973 -2.9190
6 C 0.3339 0.1031 -3.3189
7 C 1.4934 -1.0570 -3.3947
8 C 0.8183 1.1462 -2.1054
9 C -2.4551 0.5344 -2.6108
10 O -2.2258 1.9810 -2.7462
11 C -3.1904 2.7788 -1.9742
12 B -2.8962 2.7547 -0.3228
13 O -4.0354 3.2402 0.5312
14 B -3.5052 3.3468 1.9116
15 O -2.8712 2.1146 2.4695
16 B -1.6457 1.9508 1.6298
17 C -0.3109 1.3556 2.4306
18 Br 1.3948 2.1931 1.7391
19 C -0.2630 -0.2811 2.5189
20 C 1.1454 -0.9530 2.0073
21 Br -1.7935 -1.1039 1.5276
22 O -1.5853 2.3231 0.2029
23 C -3.8849 -0.1846 -2.1996
24 H -5.2856 -3.3169 -0.8089
25 H -6.1966 -1.6841 -1.0686
26 H -6.1227 -2.9977 -2.5427
27 H -3.0595 -3.9996 -2.3554
28 H -0.5433 -2.9348 -3.0687
29 H 0.2403 0.6646 -4.3678
30 H 2.5804 -0.5728 -3.4170
31 H 1.4399 -1.6441 -2.3579
32 H 1.3313 -1.8640 -4.2312
33 H 0.5284 2.2485 -2.3991
34 H 1.9398 1.0070 -1.8020
35 H 0.1259 0.8624 -1.1771
36 H -4.3212 2.5703 -2.2336
37 H -3.0026 3.9156 -2.2869
38 H -3.5682 4.3851 2.4598
39 H -0.4189 1.7520 3.5508
40 H -0.4072 -0.5823 3.6644
41 H 0.9544 -2.1272 1.9274
42 H 2.0386 -0.8357 2.7708
43 H 1.4625 -0.6261 0.9073
44 H -4.8481 0.4745 -1.9497
45 C -6.5440 -6.1967 -2.8981
46 Cl -6.0034 -7.8884 -2.7550
47 Cl -5.1298 -5.1144 -2.8395
48 Cl -7.3977 -5.9748 -4.4461
49 Cl -7.6448 -5.8090 -1.5518
50 C -8.2403 -10.9521 -4.2089
51 Cl -7.6694 -11.4653 -2.6011
52 Cl -8.5132 -9.1913 -4.2081
53 Cl -7.0130 -11.3621 -5.4338
54 Cl -9.7654 -11.7893 -4.5929
55 C -5.2530 -0.4061 3.5451
56 Cl -6.2443 1.0409 3.8581
57 Cl -3.6206 -0.1644 4.2172
58 Cl -6.0093 -1.8226 4.3173
59 Cl -5.1376 -0.6785 1.7881
60 C -1.7984 0.0614 7.9230
61 Cl -0.6740 0.3818 6.5785
62 Cl -2.3536 1.6070 8.6141
63 Cl -3.2007 -0.8566 7.3186
64 Cl -0.9654 -0.8866 9.1808
65 C 3.4167 1.0943 6.1503
66 Cl 3.9572 -0.5974 6.2934
67 Cl 4.8309 2.1766 6.2089
68 Cl 2.5629 1.3163 4.6023
69 Cl 2.3158 1.4820 7.4966
70 C 5.3766 1.3248 -1.6803
71 Cl 5.9172 -0.3669 -1.5373
72 Cl 6.7908 2.4071 -1.6217
73 Cl 4.5229 1.5467 -3.2283
74 Cl 4.2758 1.7125 -0.3340
75 C 2.9288 3.6300 -6.4501
76 Cl 2.6180 3.8253 -8.1936
77 Cl 3.5685 1.9961 -6.1403
78 Cl 4.1197 4.8444 -5.9194
79 Cl 1.4094 3.8540 -5.5471
80 C 6.4407 4.4721 2.1453
81 Cl 5.2358 4.1826 0.8651
82 Cl 5.8897 3.7159 3.6616
83 Cl 8.0026 3.7638 1.6620
84 Cl 6.6350 6.2258 2.3925
85 C 4.9103 3.7037 10.0344
86 Cl 6.2624 3.0296 9.0899
87 Cl 4.1449 2.4059 10.9854
88 Cl 5.5244 4.9632 11.1349
89 Cl 3.7096 4.4162 8.9275
90 C -0.3363 4.1823 -10.9519
91 Cl -1.5412 3.8928 -12.2320
92 Cl -0.8874 3.4261 -9.4355
93 Cl 1.2256 3.4741 -11.4351
94 Cl -0.1420 5.9361 -10.7046
95 C 8.7189 2.7961 -5.4048
96 Cl 9.2266 2.8782 -3.6989
97 Cl 7.1334 3.5874 -5.5913
98 Cl 9.9212 3.6281 -6.4230
99 Cl 8.5943 1.0909 -5.9060
100 C 5.3916 8.8205 12.2867
101 Cl 3.7843 8.6647 13.0396
102 Cl 5.2372 8.6613 10.5187
103 Cl 6.0803 10.4156 12.6813
104 Cl 6.4646 7.5404 12.9068
105 C 10.9828 3.9849 -10.5553
106 Cl 12.6679 3.7447 -10.0286
107 Cl 10.5387 5.6995 -10.3614
108 Cl 10.8239 3.5204 -12.2680
109 Cl 9.9008 2.9752 -9.5633
110 C -11.5141 -9.0957 -7.6911
111 Cl -10.6762 -8.2414 -9.0111
112 Cl -10.3816 -9.3590 -6.3409
113 Cl -12.8909 -8.1147 -7.1285
114 Cl -12.1078 -10.6677 -8.2835
115 C -5.9934 -14.9327 -0.9264
116 Cl -5.9087 -13.4683 0.0851
117 Cl -5.9962 -14.4671 -2.6463
118 Cl -4.5814 -15.9670 -0.5935
119 Cl -7.4873 -15.8282 -0.5510
120 C -0.0701 6.1977 10.2040
121 Cl 0.7678 7.0520 8.8840
122 Cl 1.0624 5.9344 11.5541
123 Cl -1.4469 7.1787 10.7666
124 Cl -0.6638 4.6257 9.6116
125 C 6.2314 -4.2430 -0.4031
126 Cl 6.7391 -4.1609 1.3028
127 Cl 4.6459 -3.4517 -0.5896
128 Cl 7.4337 -3.4110 -1.4213
129 Cl 6.1068 -5.9482 -0.9043
130 C -1.5008 4.1324 5.7516
131 Cl -1.4161 5.5967 6.7631
132 Cl -1.5036 4.5980 4.0318
133 Cl -0.0887 3.0981 6.0845
134 Cl -2.9946 3.2368 6.1270

Values from the calculation:
Highest occupied orbital energy: -7.938 eV
Total charge: 0
Orbital gap: 7.80 eV


# 2
Entry from the OMol25 dataset: a structure of composition C26H36N4S2SbV (wB97M-V/def2-TZVPD).

Geometry (Å):
1 V 10.3941 8.2435 13.1471
2 C 11.6889 8.1685 16.5526
3 C 10.2803 7.7735 16.4209
4 N 9.7244 7.7156 15.2314
5 C 8.4823 7.1361 15.3161
6 C 8.0886 6.7097 16.5691
7 S 9.3880 6.9858 17.6001
8 C 7.7976 6.8903 14.0846
9 C 6.5174 6.5234 13.9458
10 S 6.1058 6.6576 12.2855
11 C 7.6864 7.0425 11.8721
12 N 8.4534 7.2371 12.9609
13 C 8.1641 7.3718 10.4447
14 H 12.0028 8.0410 17.5843
15 H 11.9149 9.2284 16.3987
16 H 12.3885 7.5895 15.9812
17 H 7.2785 6.0347 16.7141
18 H 5.8182 6.1486 14.6548
19 H 7.3025 7.2791 9.7392
20 H 9.0811 6.8182 10.2913
21 H 8.4970 8.4267 10.4419
22 N 13.7810 5.6607 7.1466
23 C 13.1254 6.1892 7.9223
24 C 12.4047 6.7917 9.0535
25 C 11.7804 5.8918 9.9023
26 C 11.2512 6.3565 11.0932
27 N 11.2158 7.6879 11.3508
28 C 11.7092 8.5805 10.4976
29 C 12.2447 8.1935 9.3161
30 H 11.9082 4.8143 9.7788
31 H 10.8067 5.6850 11.7910
32 H 11.5231 9.6317 10.7380
33 H 12.6548 8.8586 8.5665
34 C 6.5951 10.8508 10.5353
35 C 7.0945 11.1449 12.0324
36 C 6.0360 10.4345 13.0091
37 C 7.1347 12.6115 12.5168
38 C 8.4105 10.4140 12.1861
39 C 9.4382 9.8225 12.2879
40 H 5.5239 11.1362 10.3599
41 H 6.5985 9.7427 10.3350
42 H 7.2578 11.3882 9.8032
43 H 5.0169 10.9384 12.9172
44 H 6.4917 10.5431 13.9785
45 H 5.9205 9.3470 12.8415
46 H 6.1001 12.9284 12.2977
47 H 7.7756 13.1815 11.8871
48 H 7.4206 12.6944 13.5867
49 C 12.6454 12.3567 11.7885
50 C 13.5026 11.0641 11.8183
51 Sb 12.9977 9.6662 13.3157
52 C 13.8270 10.6515 15.0765
53 C 15.2092 11.3460 14.8147
54 C 14.7818 8.4324 13.0321
55 C 14.8530 7.5438 11.8510
56 H 12.8507 13.1310 10.9766
57 H 12.7252 12.9153 12.7496
58 H 11.6027 12.0767 11.6204
59 H 14.5496 11.3446 12.0018
60 H 13.6101 10.6794 10.8015
61 H 13.9792 9.7983 15.7722
62 H 13.0632 11.3331 15.4302
63 H 15.8620 10.9028 14.1075
64 H 15.7622 11.4581 15.7373
65 H 15.1586 12.4180 14.5313
66 H 14.8506 7.8896 13.9491
67 H 15.6294 9.1452 12.9783
68 H 14.2557 6.6975 11.8786
69 H 15.8871 7.1504 11.7539
70 H 14.6884 8.0979 10.9570

Values from the calculation:
Highest occupied orbital energy (alpha / beta): -10.001 / -11.094 eV
Multiplicity: 4
<S²>: 3.77
Total charge: +1
Orbital gap (alpha / beta): 6.66 / 7.61 eV


F_max / hartree/bohr: 0.0994 0.0900
Energy relative to the best compared isomer or geometry (same formula, charge and spin) / kcal per mole: 302.7 21.7
E / a.u.: -39888.8403 -3211.6502